C38H73N3O13 | ωB97M-V/def2-TZVPD

Output
* SMILES: CCCC[C@](C#N)(CN)[C@H](C#N)CCCCCCCCCCCCOC.CCOC(=O)OC.CCOC(=O)OC.CCOC(=O)OC.CCOC(=O)OC
* E_tot: -71677.9237 eV
* charge: 0

Geometry (Å):
1 C 2.056 2.984 2.716
2 C 1.056 2.667 3.847
3 C 0.215 1.412 3.498
4 C 0.857 0.115 4.009
5 C 0.041 -1.156 3.748
6 C -0.233 -1.371 2.296
7 N -0.268 -1.461 1.151
8 C -1.382 -1.024 4.437
9 N -2.424 -0.462 3.597
10 C 0.764 -2.386 4.371
11 C 0.603 -2.374 5.873
12 N 0.541 -2.071 6.979
13 C 2.283 -2.483 4.117
14 C 2.697 -2.264 2.662
15 C 2.455 -3.480 1.753
16 C 2.705 -3.140 0.263
17 C 4.032 -3.687 -0.284
18 C 5.305 -3.147 0.399
19 C 5.401 -1.611 0.556
20 C 6.160 -0.897 -0.578
21 C 5.284 -0.698 -1.837
22 C 4.476 0.632 -1.817
23 C 3.046 0.502 -1.268
24 C 2.166 -0.398 -2.141
25 O 2.126 0.103 -3.470
26 C 2.245 -0.957 -4.414
27 H 2.853 2.237 2.730
28 H 2.480 3.976 2.862
29 H 1.532 2.930 1.763
30 H 1.544 2.507 4.810
31 H 0.340 3.485 3.948
32 H -0.748 1.537 4.004
33 H 0.034 1.364 2.420
34 H 0.939 0.205 5.099
35 H 1.878 0.069 3.630
36 H -1.738 -2.003 4.756
37 H -1.231 -0.350 5.280
38 H -2.850 -1.136 2.984
39 H -2.146 0.374 3.111
40 H 0.254 -3.291 4.030
41 H 2.588 -3.496 4.402
42 H 2.816 -1.826 4.806
43 H 2.269 -1.365 2.215
44 H 3.777 -2.089 2.662
45 H 1.474 -3.934 1.895
46 H 3.216 -4.221 2.024
47 H 2.631 -2.067 0.076
48 H 1.912 -3.611 -0.324
49 H 4.072 -3.545 -1.368
50 H 4.017 -4.770 -0.114
51 H 5.347 -3.572 1.408
52 H 6.193 -3.523 -0.114
53 H 5.928 -1.419 1.497
54 H 4.428 -1.133 0.659
55 H 6.394 0.108 -0.205
56 H 7.117 -1.375 -0.794
57 H 5.958 -0.652 -2.698
58 H 4.614 -1.546 -1.975
59 H 4.388 0.971 -2.851
60 H 5.070 1.369 -1.274
61 H 2.999 0.171 -0.228
62 H 2.599 1.502 -1.296
63 H 2.495 -1.441 -2.106
64 H 1.152 -0.381 -1.720
65 H 3.288 -1.296 -4.419
66 H 2.023 -0.550 -5.400
67 H 1.574 -1.791 -4.197
68 C -2.401 2.340 -0.101
69 C -2.494 3.351 -1.223
70 O -3.187 4.537 -0.809
71 C -2.479 5.376 -0.051
72 O -1.336 5.232 0.290
73 O -3.265 6.406 0.265
74 C -2.660 7.356 1.147
75 H -3.393 2.119 0.298
76 H -1.952 1.412 -0.457
77 H -1.796 2.719 0.723
78 H -3.076 2.940 -2.046
79 H -1.509 3.609 -1.612
80 H -1.708 7.703 0.752
81 H -2.524 6.917 2.134
82 H -3.345 8.196 1.219
83 C -6.067 4.373 0.544
84 C -6.444 4.795 -0.858
85 O -7.603 4.090 -1.334
86 C -8.769 4.513 -0.852
87 O -8.936 5.429 -0.092
88 O -9.730 3.743 -1.368
89 C -11.038 4.040 -0.878
90 H -5.937 3.290 0.596
91 H -5.141 4.852 0.847
92 H -6.842 4.642 1.262
93 H -5.642 4.546 -1.548
94 H -6.609 5.871 -0.921
95 H -11.274 5.095 -1.006
96 H -11.119 3.760 0.171
97 H -11.734 3.445 -1.462
98 C 2.814 1.700 -11.574
99 C 4.056 1.617 -10.711
100 O 3.941 2.428 -9.535
101 C 3.184 1.920 -8.563
102 O 2.627 0.854 -8.581
103 O 3.159 2.797 -7.560
104 C 2.316 2.408 -6.472
105 H 2.586 2.740 -11.813
106 H 2.961 1.150 -12.504
107 H 1.948 1.282 -11.062
108 H 4.913 2.010 -11.255
109 H 4.283 0.587 -10.434
110 H 2.571 1.415 -6.116
111 H 1.271 2.446 -6.776
112 H 2.477 3.122 -5.670
113 C -2.977 -6.069 6.307
114 C -2.574 -5.382 5.019
115 O -1.872 -6.275 4.144
116 C -2.634 -7.154 3.493
117 O -3.831 -7.240 3.556
118 O -1.833 -7.918 2.749
119 C -2.512 -8.961 2.045
120 H -2.106 -6.519 6.785
121 H -3.426 -5.353 6.996
122 H -3.697 -6.864 6.120
123 H -1.884 -4.567 5.237
124 H -3.438 -4.952 4.510
125 H -3.330 -8.562 1.450
126 H -2.883 -9.707 2.746
127 H -1.781 -9.420 1.386

Forces on atoms 1 to 2 (eV/Å):
C -0.2912 -0.2345 0.8860
C -0.4537 -0.4592 -0.9569

***

C38H75NO27 | ωB97M-V/def2-TZVPD

Output
* SMILES: CCOC(=O)OC.CCOC(=O)OC.CCOC(=O)OC.CCOC(=O)OC.CCOC(=O)OC.CCOC(=O)OC.CCOC(=O)OC.CCOC(=O)OC.CCOC(=O)OC.CC#N
* relative energy (zero: lowest compared OMol25 entry of this formula, charge and spin): 0.00 kcal/mol
* E_tot: -97393.6663 eV
* charge: 0

Geometry (Å):
1 C -12.770 -11.949 11.671
2 C -12.455 -11.231 12.965
3 O -13.676 -11.127 13.726
4 C -14.558 -10.203 13.384
5 O -15.580 -10.078 14.015
6 O -14.193 -9.505 12.361
7 C -15.233 -8.539 11.956
8 H -13.244 -11.255 10.966
9 H -13.392 -12.835 11.868
10 H -11.775 -12.263 11.360
11 H -11.981 -10.238 12.880
12 H -11.873 -11.870 13.549
13 H -14.906 -8.172 10.952
14 H -15.201 -7.673 12.570
15 H -16.267 -8.956 12.043
16 C -16.455 -15.422 18.869
17 C -17.874 -15.116 19.337
18 O -18.576 -16.397 19.148
19 C -19.859 -16.420 19.594
20 O -20.441 -15.550 20.189
21 O -20.415 -17.606 19.280
22 C -21.674 -17.893 19.855
23 H -15.945 -14.455 19.091
24 H -16.400 -15.616 17.771
25 H -16.029 -16.318 19.416
26 H -18.383 -14.411 18.658
27 H -17.923 -14.779 20.384
28 H -22.490 -17.475 19.247
29 H -21.771 -17.580 20.914
30 H -21.691 -18.983 19.817
31 C -21.615 -16.488 15.797
32 C -20.130 -16.442 16.079
33 O -19.555 -16.485 14.732
34 C -18.286 -16.969 14.656
35 O -17.610 -17.186 15.635
36 O -17.889 -17.122 13.389
37 C -18.575 -16.625 12.251
38 H -21.893 -15.609 15.281
39 H -22.214 -16.589 16.642
40 H -21.756 -17.369 15.189
41 H -19.832 -17.292 16.688
42 H -19.934 -15.531 16.688
43 H -19.657 -16.888 12.278
44 H -18.074 -17.011 11.354
45 H -18.509 -15.532 12.269
46 C -13.573 -3.672 16.312
47 C -13.345 -3.045 14.974
48 O -14.631 -2.577 14.389
49 C -15.267 -3.448 13.614
50 O -14.936 -4.620 13.491
51 O -16.146 -2.817 12.894
52 C -16.858 -3.675 12.004
53 H -12.588 -3.661 16.850
54 H -13.922 -4.712 16.408
55 H -14.255 -3.033 16.862
56 H -12.839 -3.712 14.301
57 H -12.784 -2.099 15.083
58 H -17.269 -3.053 11.177
59 H -17.693 -4.202 12.512
60 H -16.201 -4.474 11.655
61 C -14.938 -12.789 16.485
62 C -13.615 -12.041 16.721
63 O -12.602 -13.001 16.244
64 C -11.355 -12.641 16.486
65 O -11.049 -11.703 17.221
66 O -10.486 -13.434 15.851
67 C -9.117 -13.064 16.029
68 H -15.183 -12.882 15.436
69 H -15.821 -12.284 16.991
70 H -14.848 -13.805 16.947
71 H -13.276 -11.733 17.701
72 H -13.626 -11.246 16.017
73 H -8.451 -13.431 15.225
74 H -8.737 -13.559 16.907
75 H -9.037 -11.922 16.098
76 C -12.911 -8.715 16.845
77 C -13.820 -8.333 18.002
78 O -14.613 -9.523 18.228
79 C -15.789 -9.467 18.817
80 O -16.563 -10.388 18.707
81 O -16.075 -8.292 19.427
82 C -17.156 -8.423 20.350
83 H -12.175 -7.889 16.739
84 H -13.446 -8.748 15.931
85 H -12.312 -9.640 17.069
86 H -14.531 -7.559 17.782
87 H -13.302 -8.071 18.894
88 H -16.835 -8.862 21.278
89 H -17.948 -8.998 19.937
90 H -17.650 -7.423 20.430
91 C -13.426 -15.718 14.035
92 C -14.870 -16.260 13.896
93 O -15.836 -15.140 13.802
94 C -15.757 -14.332 12.799
95 O -15.051 -14.436 11.801
96 O -16.704 -13.401 13.001
97 C -16.895 -12.465 11.883
98 H -13.263 -15.376 15.071
99 H -13.278 -14.868 13.369
100 H -12.660 -16.452 13.817
101 H -15.159 -16.875 14.830
102 H -15.067 -16.901 13.071
103 H -16.054 -11.929 11.611
104 H -17.650 -11.677 12.270
105 H -17.165 -12.974 10.963
106 C -19.174 -13.100 15.299
107 C -18.306 -11.919 15.423
108 O -18.708 -11.003 14.414
109 C -18.398 -9.703 14.469
110 O -18.766 -8.885 13.641
111 O -17.768 -9.384 15.566
112 C -17.574 -7.986 15.800
113 H -18.770 -13.926 15.938
114 H -19.132 -13.478 14.295
115 H -20.259 -12.932 15.423
116 H -17.338 -12.285 15.055
117 H -18.273 -11.508 16.374
118 H -17.907 -7.384 14.959
119 H -16.508 -7.825 15.887
120 H -18.092 -7.754 16.741
121 C -17.169 -5.028 17.380
122 C -18.223 -4.912 18.536
123 O -18.976 -6.148 18.553
124 C -19.814 -6.178 17.498
125 O -20.003 -5.324 16.753
126 O -20.298 -7.391 17.469
127 C -21.167 -7.637 16.395
128 H -17.632 -5.088 16.393
129 H -16.470 -5.866 17.578
130 H -16.587 -4.074 17.261
131 H -18.858 -4.043 18.311
132 H -17.664 -4.933 19.440
133 H -21.890 -8.435 16.731
134 H -20.477 -7.944 15.655
135 H -21.845 -6.843 16.112
136 C -21.632 -12.023 19.288
137 C -22.769 -11.357 18.699
138 N -23.732 -10.866 18.348
139 H -22.001 -12.985 19.691
140 H -21.339 -11.397 20.137
141 H -20.754 -12.158 18.575

Forces on atoms 1 to 2 (eV/Å):
C 0.6083 0.4504 0.1851
C -1.4137 0.5475 -0.6341

***

C38H76F6HgN5O8S2 | ωB97M-V/def2-TZVPD

Output
* relative energy (zero: lowest compared OMol25 entry of this formula, charge and spin): 56.25 kcal/mol
* E_tot: -106597.9401 eV
* charge: +1

Geometry (Å):
1 Hg 25.181 4.314 -23.819
2 C 25.573 6.802 -20.290
3 F 26.900 6.797 -19.923
4 F 24.960 7.191 -19.168
5 F 25.317 7.767 -21.240
6 S 24.981 5.207 -20.878
7 O 24.328 4.522 -19.760
8 O 24.046 5.495 -21.997
9 N 26.140 4.303 -21.901
10 S 27.094 3.655 -20.918
11 O 28.326 3.511 -21.698
12 O 27.257 4.157 -19.528
13 C 26.235 1.818 -20.746
14 F 25.349 1.893 -19.759
15 F 25.668 1.566 -21.838
16 F 27.197 0.918 -20.481
17 C 28.337 2.664 -27.240
18 C 28.027 2.968 -25.698
19 C 29.426 2.852 -24.964
20 C 30.110 4.273 -24.943
21 C 29.235 5.441 -24.440
22 C 27.902 5.494 -25.137
23 N 27.261 4.135 -25.302
24 O 26.132 4.188 -26.067
25 C 26.965 6.512 -24.363
26 C 28.193 6.182 -26.476
27 C 27.259 1.688 -25.155
28 H 28.758 1.661 -27.311
29 H 29.035 3.435 -27.565
30 H 27.445 2.566 -27.859
31 H 29.401 2.316 -24.016
32 H 30.114 2.191 -25.492
33 H 30.547 4.583 -25.892
34 H 30.913 4.071 -24.234
35 H 29.856 6.329 -24.329
36 H 28.984 5.269 -23.393
37 H 26.679 6.193 -23.361
38 H 27.584 7.397 -24.217
39 H 26.121 6.981 -24.870
40 H 27.429 6.040 -27.241
41 H 28.389 7.251 -26.398
42 H 29.163 5.914 -26.895
43 H 27.828 0.760 -25.217
44 H 26.401 1.402 -25.763
45 H 26.900 1.911 -24.150
46 H 26.406 4.308 -26.979
47 C 20.218 7.888 -21.237
48 C 21.404 8.564 -20.548
49 C 22.627 8.753 -21.418
50 C 22.642 9.839 -22.521
51 C 22.317 11.172 -21.882
52 C 21.037 11.079 -21.010
53 N 21.122 9.920 -20.050
54 O 20.060 10.001 -19.014
55 C 20.961 12.472 -20.251
56 C 19.834 11.013 -21.860
57 C 21.665 7.583 -19.322
58 H 19.279 8.129 -20.738
59 H 20.467 6.829 -21.315
60 H 20.210 8.213 -22.277
61 H 23.424 8.923 -20.694
62 H 22.910 7.822 -21.909
63 H 22.075 9.469 -23.375
64 H 23.636 9.923 -22.962
65 H 21.955 11.863 -22.644
66 H 23.197 11.638 -21.438
67 H 21.234 13.410 -20.734
68 H 19.996 12.642 -19.773
69 H 21.833 12.396 -19.600
70 H 18.894 10.887 -21.323
71 H 19.707 11.899 -22.482
72 H 19.839 10.168 -22.548
73 H 20.761 7.442 -18.731
74 H 22.444 7.956 -18.656
75 H 22.164 6.645 -19.565
76 H 19.279 9.974 -19.573
77 C 25.094 -3.414 -21.163
78 C 24.274 -2.842 -22.394
79 C 24.145 -3.951 -23.538
80 C 22.832 -4.747 -23.666
81 C 21.641 -3.776 -23.510
82 C 21.589 -2.880 -22.174
83 N 22.935 -2.252 -22.043
84 O 23.075 -1.443 -20.837
85 C 20.615 -1.724 -22.367
86 C 21.191 -3.712 -20.881
87 C 25.139 -1.743 -23.056
88 H 26.030 -3.675 -21.656
89 H 24.671 -4.369 -20.852
90 H 25.195 -2.774 -20.286
91 H 24.235 -3.731 -24.602
92 H 24.798 -4.814 -23.409
93 H 22.848 -5.422 -22.811
94 H 22.780 -5.316 -24.594
95 H 20.720 -4.354 -23.585
96 H 21.660 -3.114 -24.376
97 H 20.845 -0.885 -21.710
98 H 20.684 -1.187 -23.313
99 H 19.575 -1.972 -22.157
100 H 21.505 -3.147 -20.004
101 H 20.110 -3.795 -20.770
102 H 21.678 -4.686 -20.912
103 H 25.934 -2.223 -23.627
104 H 25.419 -0.912 -22.409
105 H 24.493 -1.294 -23.811
106 H 23.301 -2.136 -20.213
107 C 22.594 0.605 -15.445
108 C 21.708 0.390 -16.584
109 C 20.256 0.735 -16.367
110 C 19.795 2.176 -16.591
111 C 20.221 2.612 -18.047
112 C 21.738 2.371 -18.338
113 N 22.071 0.981 -17.903
114 O 23.321 0.606 -18.350
115 C 21.879 2.604 -19.905
116 C 22.499 3.501 -17.579
117 C 21.790 -1.173 -16.758
118 H 23.625 0.252 -15.490
119 H 22.841 1.608 -15.099
120 H 22.120 0.070 -14.623
121 H 19.553 0.106 -16.912
122 H 19.938 0.568 -15.338
123 H 18.776 2.472 -16.340
124 H 20.246 2.925 -15.940
125 H 20.086 3.693 -18.064
126 H 19.500 2.169 -18.734
127 H 22.871 2.320 -20.257
128 H 21.618 3.595 -20.276
129 H 21.274 1.999 -20.580
130 H 23.530 3.157 -17.670
131 H 22.251 3.542 -16.519
132 H 22.288 4.364 -18.211
133 H 21.683 -1.692 -15.806
134 H 21.169 -1.502 -17.592
135 H 22.769 -1.476 -17.127
136 H 23.122 0.066 -19.118

Forces on atoms 1 to 2 (eV/Å):
Hg 0.6111 0.0388 -0.2581
C 2.3585 4.2305 1.9393

***

no.,LUMO energy (hartree),frontier orbital gap (eV)
1,0.0204,10.19
2,0.0206,10.88
3,-0.2500,2.64